Formula: C5H9NO
Source: OMol25
Level of theory: wB97M-V/def2-TZVPD

ORCA input file:
```
! wB97M-V def2-TZVPD RIJCOSX def2/J DEFGRID3
* xyz 0 1
C -1.077 0.042 -1.742
O -0.097 -0.697 -0.919
C 0.579 -0.201 0.032
C 1.285 -1.142 0.941
C 0.713 1.254 0.271
C -2.276 -0.254 0.779
N -1.581 -0.245 1.729
H -1.901 -0.658 -1.875
H -1.489 0.919 -1.242
H -0.563 0.270 -2.675
H 2.227 -0.730 1.315
H 1.432 -2.136 0.517
H 0.577 -1.216 1.785
H -0.031 1.457 1.055
H 0.488 1.845 -0.617
H 1.713 1.490 0.646
*
```

Summary:
LUMO level, eV: -0.49
Maximum force, eV/Å: 1.23
Energy above the lowest of the compared OMol25 structures with the same formula, charge and spin, kJ/mol: 381.1
Kohn-Sham gap, eV: 8.081
E_HOMO, eV: -8.57

---

Formula: C30H22CrF3N3O2PSe
Source: OMol25
Level of theory: wB97M-V/def2-TZVPD

ORCA input file:
```
! wB97M-V def2-TZVPD RIJCOSX def2/J DEFGRID3
* xyz 0 2
Cr 0.034 0.134 -1.396
C -0.185 1.654 4.849
C -1.093 1.688 3.799
C -0.764 1.115 2.582
C 0.475 0.501 2.401
C 1.381 0.468 3.459
C 1.048 1.044 4.677
P 0.766 -0.360 0.817
C 2.543 -0.750 0.839
C 3.464 0.289 0.962
C 4.823 0.028 0.880
C 5.269 -1.266 0.660
C 4.355 -2.299 0.513
C 2.996 -2.044 0.597
C -0.051 -1.951 1.135
C 0.060 -2.677 2.293
C -0.562 -3.935 2.388
C -1.276 -4.437 1.332
C -1.426 -3.699 0.136
C -2.167 -4.177 -0.972
C -2.280 -3.415 -2.101
C -1.665 -2.146 -2.179
C -0.933 -1.627 -1.137
C -0.809 -2.424 0.037
H -0.442 2.097 5.802
H -2.058 2.160 3.933
H -1.476 1.126 1.764
H 2.344 -0.007 3.331
H 1.755 1.010 5.496
H 3.113 1.302 1.121
H 5.537 0.835 0.976
H 6.329 -1.467 0.584
H 4.700 -3.306 0.318
H 2.285 -2.850 0.468
H 0.631 -2.295 3.132
H -0.470 -4.506 3.302
H -1.742 -5.412 1.404
H -2.639 -5.151 -0.911
H -2.842 -3.787 -2.949
H -1.758 -1.580 -3.102
N -4.090 4.602 -1.337
C -3.247 3.550 -1.173
C -3.597 2.256 -1.588
C -2.702 1.231 -1.428
N -1.486 1.388 -0.877
C -1.173 2.616 -0.425
C -2.004 3.700 -0.542
H -4.875 4.501 -1.955
H -3.725 5.532 -1.229
H -4.556 2.068 -2.051
H -2.944 0.228 -1.756
H -0.198 2.720 0.033
H -1.687 4.665 -0.170
Se 3.995 -1.354 -3.490
C 2.531 -0.980 -2.654
N 1.529 -0.724 -2.084
F -0.371 2.050 -5.652
C 0.126 2.667 -4.577
F 1.311 3.186 -4.901
F -0.705 3.696 -4.275
C 0.205 1.730 -3.348
O 0.900 2.091 -2.384
O -0.507 0.699 -3.376
*
```

Summary:
LUMO level (alpha / beta), eV: -0.83 / -0.37
Maximum force, eV/Å: 1.01
Energy above the lowest of the compared OMol25 structures with the same formula, charge and spin, kJ/mol: 25.3
Kohn-Sham gap (alpha / beta), eV: 6.831 / 7.396
E_HOMO (alpha / beta), eV: -7.66 / -7.77

---

Formula: C5H10N2S
Source: OMol25
Level of theory: wB97M-V/def2-TZVPD

ORCA input file:
```
! wB97M-V def2-TZVPD RIJCOSX def2/J DEFGRID3
* xyz 0 1
C -0.688 -0.100 1.666
C -0.158 0.610 0.367
C 1.865 -0.818 0.376
C -0.881 0.081 -0.863
C -1.881 0.863 -1.612
H 0.048 0.158 2.434
H -0.634 -1.198 1.570
H -1.713 0.155 1.854
H -0.392 1.683 0.463
H 1.660 0.957 -0.626
H 1.385 -1.543 1.073
H 3.359 -1.991 0.123
H -1.055 -1.008 -0.886
H -2.691 0.267 -2.056
H -2.116 1.898 -1.315
N 1.318 0.469 0.211
N 2.938 -1.149 -0.239
S -0.363 0.665 -2.540
*
```

Summary:
LUMO level, eV: 0.90
Maximum force, eV/Å: 2.13
SMILES: [H]/N=C/N[C@H](C)[C@H]1CS1
Energy above the lowest of the compared OMol25 structures with the same formula, charge and spin, kJ/mol: 122.5
Kohn-Sham gap, eV: 9.889
E_HOMO, eV: -8.99

---

Formula: C6H10O
Source: OMol25
Level of theory: wB97M-V/def2-TZVPD

ORCA input file:
```
! wB97M-V def2-TZVPD RIJCOSX def2/J DEFGRID3
* xyz 0 1
O 2.042 -1.028 2.104
C 2.370 -0.872 0.952
C 1.562 -0.120 -0.078
C 0.323 0.568 0.494
C -0.785 0.706 -0.527
C -1.552 -0.529 -0.914
C -2.215 0.546 -0.100
H 3.314 -1.320 0.571
H 2.234 0.578 -0.597
H 1.270 -0.861 -0.837
H 0.591 1.550 0.903
H -0.037 -0.027 1.342
H -0.599 1.424 -1.326
H -1.850 -0.657 -1.951
H -1.289 -1.456 -0.408
H -2.974 1.158 -0.578
H -2.406 0.339 0.950
*
```

Summary:
LUMO level, eV: 1.07
Maximum force, eV/Å: 0.53
SMILES: O=CCCC1CC1
Energy above the lowest of the compared OMol25 structures with the same formula, charge and spin, kJ/mol: 69.6
Kohn-Sham gap, eV: 10.855
E_HOMO, eV: -9.78

---

| no. | DFT total energy (a.u.) |
| --- | --- |
| 1 | -325.7924 |
| 2 | -5558.0717 |
| 3 | -704.1772 |
| 4 | -309.8159 |